ORCA calculation (the ωB97M-V functional and the def2-TZVPD basis) on C66H73N10O3Ti as an isolated structure.

Geometry as XYZ:
```
153
C66H73N10O3Ti, DFT the ωB97M-V functional and the def2-TZVPD basis
Ti 0.282 0.383 -0.180
C 3.165 0.874 5.567
C 1.877 0.142 5.184
C 1.248 0.785 3.993
C 0.445 1.884 3.886
C -0.089 2.856 4.893
C -0.244 2.351 6.322
C 0.229 2.079 2.464
N 0.832 1.096 1.732
C 1.534 0.358 2.639
C 2.618 -0.430 2.289
C 3.019 -0.629 0.977
C 4.306 -1.146 0.585
C 5.475 -1.402 1.479
C 5.595 -2.878 1.858
C 4.264 -1.289 -0.773
C 2.962 -0.829 -1.191
C 2.500 -0.896 -2.496
C 1.358 -0.265 -2.964
N 0.657 0.646 -2.222
C -0.082 1.362 -3.121
C -0.647 2.595 -2.836
C -0.606 3.185 -1.585
N -0.257 2.544 -0.429
C -0.434 3.469 0.558
C -0.319 3.226 1.917
C -0.825 4.750 0.012
C -0.943 4.567 -1.332
C -1.221 5.583 -2.386
C 0.086 6.026 -3.050
C -0.922 6.023 0.781
C 0.479 6.569 1.081
C 0.035 0.791 -4.442
C 0.935 -0.232 -4.344
C 1.353 -1.173 -5.424
C 0.359 -2.336 -5.528
C -0.635 1.294 -5.679
C 0.246 2.312 -6.412
N 2.244 -0.379 -0.120
C 5.371 -1.733 -1.669
C 6.049 -0.547 -2.365
H 3.646 0.382 6.408
H 2.952 1.905 5.841
H 3.857 0.882 4.729
H 1.187 0.138 6.026
H 2.104 -0.898 4.948
H -1.064 3.210 4.545
H 0.580 3.724 4.904
H -0.826 1.433 6.359
H -0.764 3.102 6.912
H 0.723 2.177 6.783
H 3.250 -0.815 3.076
H 5.404 -0.798 2.385
H 6.386 -1.093 0.963
H 4.732 -3.202 2.431
H 6.486 -3.041 2.456
H 5.660 -3.495 0.966
H 3.121 -1.417 -3.211
H -1.069 3.165 -3.649
H -0.615 4.019 2.586
H -1.710 6.454 -1.945
H -1.895 5.168 -3.138
H 0.744 6.481 -2.313
H -0.107 6.753 -3.834
H 0.599 5.170 -3.486
H -1.460 5.870 1.718
H -1.472 6.764 0.197
H 1.054 5.853 1.664
H 0.412 7.500 1.638
H 1.014 6.766 0.154
H 2.350 -1.565 -5.219
H 1.396 -0.644 -6.377
H 0.248 -2.826 -4.562
H 0.712 -3.063 -6.254
H -0.621 -1.982 -5.842
H -1.593 1.754 -5.428
H -0.834 0.454 -6.348
H 0.445 3.173 -5.777
H -0.241 2.649 -7.325
H 1.198 1.859 -6.677
H 5.001 -2.428 -2.425
H 6.114 -2.265 -1.074
H 5.342 0.000 -2.984
H 6.863 -0.894 -3.000
H 6.458 0.137 -1.624
O -5.282 5.449 1.552
N -4.388 4.734 1.940
O -3.729 4.917 2.942
C -4.032 3.604 1.113
C -4.300 3.698 -0.219
C -3.875 2.688 -1.117
C -4.253 2.654 -2.470
C -3.797 1.625 -3.257
C -2.921 0.683 -2.698
N -2.534 0.704 -1.443
C -3.027 1.657 -0.646
C -2.740 1.563 0.762
N -1.950 0.558 1.170
C -1.865 0.313 2.462
C -2.579 1.040 3.422
C -3.282 2.156 3.034
C -3.348 2.471 1.665
H -4.830 4.565 -0.588
H -4.912 3.418 -2.855
H -4.113 1.531 -4.284
H -2.549 -0.138 -3.295
H -1.228 -0.521 2.736
H -2.539 0.747 4.458
H -3.795 2.768 3.759
C 2.039 -3.807 2.755
N 0.671 -4.259 2.843
C 0.520 -5.686 2.658
C -0.307 -3.345 2.563
O -0.054 -2.224 2.125
N -1.593 -3.748 2.835
C -2.672 -2.951 2.301
C -1.968 -4.590 3.950
H 2.628 -4.316 3.519
H 2.050 -2.734 2.922
H 2.465 -4.016 1.768
H 1.123 -6.004 1.801
H -0.514 -5.948 2.461
H 0.872 -6.227 3.540
H -2.267 -2.317 1.516
H -3.135 -2.319 3.068
H -3.443 -3.607 1.887
H -1.092 -4.913 4.502
H -2.529 -5.463 3.608
H -2.611 -4.022 4.629
N -0.465 -1.230 -0.534
C -0.931 -2.312 -0.957
C -0.168 -3.600 -1.008
C -0.675 -4.748 -0.406
C -0.010 -5.956 -0.538
C 1.152 -6.039 -1.290
C 1.652 -4.902 -1.901
C 1.000 -3.690 -1.755
C -2.303 -2.477 -1.525
C -2.462 -3.230 -2.688
C -3.717 -3.407 -3.242
C -4.830 -2.858 -2.625
C -4.680 -2.120 -1.462
C -3.423 -1.915 -0.922
H -1.591 -4.696 0.164
H -0.411 -6.839 -0.064
H 1.657 -6.986 -1.408
H 2.543 -4.956 -2.509
H 1.372 -2.805 -2.249
H -1.601 -3.677 -3.164
H -3.827 -3.987 -4.146
H -5.812 -3.019 -3.040
H -5.549 -1.706 -0.971
H -3.301 -1.333 -0.021
```

The value obtained for the maximum force is 1.4 eV/A. For the HOMO energy, the calculation gives -8.87 eV. As for the spin multiplicity: 1. Its energy above the lowest of the compared OMol25 structures with the same formula, charge and spin is 0.0 kcal per mole. Its LUMO energy is -3.25 eV. As for the total charge: +1. The gap between HOMO and LUMO comes out at 5.62 eV.

Atom charges from the Löwdin analysis, given in e for atoms 1 to 5: number 1, Ti, carries 1.193; number 2, C, carries -0.069; number 3, C, carries -0.183; number 4, C, carries -0.105; number 5, C, carries -0.111